Formula: C27H33KN8O6S2
Source: OMol25
Level of theory: wB97M-V/def2-TZVPD

Geometry as XYZ:
```
77
Properties=species:S:1:pos:R:3:forces:R:3:mulliken_charge:R:1
K -0.3854 1.3308 -0.6243 0.03 0.09 -0.04 0.793
N -2.6609 3.8016 3.2386 -0.03 0.01 0.01 -0.486
C -2.1086 2.7344 2.5577 -0.03 -0.05 -0.07 0.365
S -0.4011 2.6219 2.5524 -0.06 -0.01 -0.01 -0.515
N -3.0313 1.9339 2.0379 0.02 0.16 0.11 -1.239
N -2.5236 0.9092 1.3303 0.11 -0.04 -0.02 0.768
C -3.3476 -0.0114 1.0073 -0.04 -0.13 0.04 -0.963
C -2.8915 -1.1972 0.2756 0.02 -0.01 -0.03 0.912
C -3.7956 -2.2257 -0.0152 -0.01 0.01 0.02 -0.934
C -3.3448 -3.3508 -0.6785 0.08 0.00 -0.05 0.018
C -2.0039 -3.4314 -1.0322 -0.06 -0.04 0.01 -1.035
C -1.1778 -2.3622 -0.7093 -0.01 0.03 -0.03 -0.210
N -1.6056 -1.2732 -0.0865 0.01 0.01 0.02 0.047
H -2.0296 4.5734 3.3689 0.00 -0.01 0.00 0.228
H -3.6024 4.0258 2.9531 0.01 0.00 0.01 0.248
H -4.3917 0.0283 1.3267 -0.01 0.03 -0.03 0.240
H -4.8337 -2.1294 0.2790 0.00 0.01 0.01 0.324
H -4.0318 -4.1557 -0.9149 0.01 -0.01 0.00 0.449
H -1.6002 -4.2986 -1.5391 0.00 0.00 0.00 0.448
H -0.1203 -2.3770 -0.9544 0.00 0.00 0.00 0.437
O 3.9121 3.8459 -5.2759 -0.03 0.00 0.01 -0.734
C 3.0756 3.3651 -4.5234 0.04 -0.04 -0.03 0.432
C 1.8384 4.0495 -4.0235 -0.04 0.02 0.03 0.117
O 1.4826 5.1878 -4.3016 0.01 -0.02 -0.01 -0.740
C 1.1484 3.0914 -3.1275 -0.05 0.10 -0.01 0.718
C 1.9246 1.8659 -3.0773 0.02 -0.32 0.17 0.698
O 1.6080 0.8554 -2.3736 0.05 0.24 -0.24 -0.755
C 3.1055 1.9951 -3.9307 -0.01 -0.02 0.05 0.018
O 3.9844 1.1449 -4.1212 0.00 0.01 -0.01 -0.802
O 0.0875 3.2913 -2.5008 0.02 -0.08 0.04 -0.904
C -3.0679 -4.8782 -5.5174 -0.01 -0.02 0.01 -1.337
C -3.4914 -4.1872 -4.2286 0.01 0.06 -0.02 -0.426
N -4.6843 -3.3628 -4.3763 0.07 -0.03 -0.01 0.366
C -5.9610 -4.0617 -4.4059 0.01 -0.03 0.02 -0.746
C -6.4911 -4.3797 -3.0126 -0.03 0.01 -0.01 -1.043
C -4.7265 -2.0161 -4.1233 -0.06 0.08 0.01 0.404
O -5.7940 -1.4444 -3.9506 0.02 -0.01 0.01 -0.661
C -3.4337 -1.2668 -4.0871 -0.05 -0.01 0.10 0.271
C -2.4802 -1.3459 -5.0937 0.00 -0.03 -0.09 0.021
C -1.3189 -0.6089 -4.9779 0.03 0.04 0.06 -0.952
C -1.1322 0.1666 -3.8374 0.01 -0.02 -0.02 -0.233
N -2.0458 0.2561 -2.8709 -0.06 0.07 0.02 -0.056
C -3.1772 -0.4256 -3.0099 0.05 -0.07 -0.07 -0.959
H -2.1902 -5.4999 -5.3334 0.00 0.00 -0.01 0.428
H -2.8141 -4.1512 -6.2882 0.00 0.01 0.00 0.213
H -3.8588 -5.5210 -5.9087 0.01 0.00 0.00 0.336
H -2.6865 -3.5606 -3.8536 0.01 -0.04 0.02 0.325
H -3.6796 -4.9395 -3.4550 -0.03 0.00 0.01 0.319
H -5.8230 -4.9802 -4.9805 -0.01 0.00 0.00 0.337
H -6.6747 -3.4353 -4.9380 0.00 0.00 0.00 0.429
H -5.8011 -5.0213 -2.4613 0.01 0.00 0.00 0.204
H -7.4497 -4.8984 -3.0783 0.00 0.00 0.00 0.432
H -6.6328 -3.4555 -2.4540 0.00 0.00 0.01 0.284
H -2.6566 -1.9704 -5.9619 0.01 0.01 0.00 0.556
H -0.5523 -0.6320 -5.7401 0.00 0.00 0.00 0.487
H -0.2098 0.7117 -3.6771 -0.01 0.03 0.01 0.356
H -3.9123 -0.3257 -2.2194 0.00 0.01 0.00 0.627
C 5.7832 0.8228 -0.9276 -0.01 0.01 0.00 -1.319
C 4.3155 0.4582 -1.0696 0.02 0.00 0.01 0.367
N 3.8696 -0.4683 -0.0219 0.05 -0.01 -0.03 -0.082
C 2.7583 -0.4002 0.7370 -0.12 -0.03 0.03 0.062
S 2.0305 -1.8375 1.2773 0.01 0.01 0.00 -0.479
N 2.2423 0.7944 1.0877 0.08 0.00 0.04 0.126
C 2.9830 2.0521 1.2121 -0.01 -0.03 0.06 -0.833
C 2.4565 3.1584 0.3151 -0.12 0.11 -0.12 -0.079
H 6.0786 1.4426 -1.7748 0.00 0.00 -0.01 0.341
H 6.4105 -0.0726 -0.9256 0.00 0.00 0.00 0.318
H 5.9792 1.3692 -0.0011 0.00 0.00 0.00 0.226
H 4.1300 0.0069 -2.0431 -0.02 0.00 -0.01 0.583
H 3.6870 1.3387 -1.0604 -0.01 -0.01 0.00 -0.518
H 4.1042 -1.4335 -0.1935 0.01 0.01 0.01 0.280
H 1.4230 0.7222 1.6789 -0.02 -0.03 -0.01 0.267
H 4.0353 1.8442 1.0268 0.00 0.02 -0.01 0.253
H 2.9003 2.3657 2.2571 0.01 -0.01 0.00 0.485
H 2.4134 2.8557 -0.7310 0.04 -0.01 0.00 -0.371
H 3.0825 4.0508 0.3826 0.05 -0.04 0.04 0.313
H 1.4482 3.4445 0.6165 0.01 0.00 0.02 0.135
```
Forces are in eV/Å.

Values from the calculation:
largest force on an atom: 0.4 eV Å⁻¹
total charge: -2
E_HOMO: -1.01 eV
energy relative to the best compared isomer or geometry (same formula, charge and spin): 0.315 eV
Kohn-Sham gap: 0.1677 hartree